The following is a DFT calculation (wB97M-V/def2-TZVPD) of a molecular structure, C2HCsO2.

As for the orbital gap: 4.32 eV. The energy comes out at -247.31938 hartree. Its spin multiplicity is 1. The value obtained for the highest occupied orbital energy is -0.1818 hartree. The calculation puts the energy above the lowest of the compared OMol25 structures with the same formula, charge and spin at 0.0 kcal per mole. Its LUMO energy is -0.0230 hartree.

```
6
Properties=species:S:1:pos:R:3:forces:R:3:lowdin_charge:R:1
Cs 0.882066 -1.379800 -0.312711 -1.1 0.2 -0.2 0.7923
O 3.887974 2.219508 1.653992 -0.2 -0.3 -0.1 0.0512
O -2.255699 -1.616168 -1.189224 0.3 0.6 0.4 -0.3887
C 3.295731 1.378876 1.198396 0.2 0.2 0.1 -0.0035
C -2.368913 -0.497858 -0.633911 0.8 -0.7 -0.2 -0.3928
H -3.441158 -0.104558 -0.716543 0.1 0.0 0.0 -0.0585
```
Forces are in eV/Å.